[1]
Computed, not measured: a 2-piece molecular cluster, C2H7N overall, with ωB97M-V with the def2-TZVPD basis set.

Calculated values
HOMO   -9.7 eV
HOMO-LUMO gap   10.8 eV
Charge   0

Cartesian coordinates (Å):
N -0.06 1.72 1.53
H -0.36 1.00 0.89
H 0.07 2.61 1.09
H 0.79 1.46 2.02
C 0.18 -0.67 -1.34
C -0.32 -1.55 -0.49
H -0.35 -0.39 -2.24
H 1.19 -0.27 -1.26
H -1.36 -1.85 -0.50
H 0.23 -2.06 0.29

=====

[2]
Computed, not measured: a 7-piece molecular cluster, C6H27NO7 overall, with ωB97M-V with the def2-TZVPD basis set.

Calculated values
HOMO   -9.1 eV
HOMO-LUMO gap   9.4 eV
Charge   0

Cartesian coordinates (Å):
C -1.01 1.82 -2.00
C -1.41 1.08 -0.70
N -0.50 -0.01 -0.36
C 1.85 -0.93 2.49
C 1.08 -1.11 1.23
C 0.52 0.23 0.57
C 1.74 1.06 0.08
O 2.37 1.93 1.10
H -1.44 1.40 -2.88
H 0.05 1.96 -2.15
H -1.22 2.91 -1.92
H -1.74 1.75 0.08
H -2.42 0.67 -0.81
H -0.11 -0.27 -1.26
H 2.47 -1.89 2.62
H 1.25 -0.85 3.41
H 2.64 -0.15 2.63
H 0.19 -1.78 1.34
H 1.62 -1.58 0.42
H 0.12 0.81 1.49
H 2.55 0.46 -0.28
H 1.53 1.91 -0.54
H 2.80 1.32 1.71
H -2.02 -3.67 -1.10
H -0.77 -4.36 -1.75
O -1.31 -3.57 -1.77
H 2.03 -0.65 -2.97
H 3.53 -0.38 -2.66
O 2.92 -0.73 -3.32
H 0.06 -1.34 -3.33
H -1.22 -2.11 -3.51
O -0.78 -1.30 -3.79
H -2.94 -1.17 0.46
H -3.35 -1.57 1.92
O -3.22 -1.89 1.02
H -1.30 1.82 2.91
H -2.12 0.69 2.34
O -2.12 1.32 3.07
H 0.83 3.17 1.93
H 0.82 2.26 3.26
O 0.32 2.76 2.62

=====

[3]
Computed, not measured: C46H47N6O6P2RhS as an isolated structure, with ωB97M-V with the def2-TZVPD basis set.

Calculated values
HOMO (alpha / beta)   -13.0 / -13.1 eV
HOMO-LUMO gap (alpha / beta)   8.3 / 5.9 eV
2S+1   5
Charge   +2

Cartesian coordinates (Å):
Rh 0.23 0.11 0.58
N 2.44 0.86 0.30
C 2.90 0.85 -1.09
C 4.15 1.76 -1.26
C 4.24 2.78 -2.40
C 4.41 2.26 -3.84
N 5.16 1.02 -3.94
C 4.68 -0.16 -4.31
N 3.38 -0.37 -4.43
N 5.54 -1.18 -4.52
C 1.63 1.13 -1.98
O 1.75 1.27 -3.20
O 0.53 1.11 -1.39
H 2.49 1.79 0.71
H 2.93 0.20 0.90
H 3.17 -0.18 -1.35
H 5.04 1.12 -1.29
H 4.23 2.36 -0.35
H 5.11 3.40 -2.16
H 3.36 3.43 -2.39
H 4.95 3.01 -4.42
H 3.43 2.12 -4.28
H 6.16 1.10 -3.80
H 2.70 0.32 -4.04
H 3.05 -1.26 -4.73
H 6.52 -1.02 -4.62
H 5.18 -2.04 -4.91
O -1.27 -1.60 0.89
P -1.51 -2.89 0.18
C -0.13 -4.10 0.42
P 1.50 -3.23 0.62
O 1.52 -1.86 0.02
C 2.68 -4.30 -0.24
C 2.74 -5.65 0.07
C 3.65 -6.47 -0.58
C 4.48 -5.94 -1.55
C 4.43 -4.59 -1.85
C 3.53 -3.76 -1.20
C 1.88 -3.22 2.39
C 0.90 -2.88 3.31
C 1.24 -2.73 4.64
C 2.55 -2.93 5.05
C 3.53 -3.28 4.13
C 3.19 -3.42 2.79
C -1.68 -2.78 -1.63
C -0.60 -2.32 -2.38
C -0.66 -2.36 -3.77
C -1.78 -2.86 -4.41
C -2.87 -3.29 -3.66
C -2.82 -3.24 -2.27
C -3.02 -3.67 0.80
C -3.91 -2.89 1.52
C -5.12 -3.42 1.92
C -5.44 -4.73 1.59
C -4.54 -5.51 0.88
C -3.33 -4.98 0.48
H -0.07 -4.75 -0.46
H -0.33 -4.71 1.29
H 2.09 -6.06 0.83
H 3.70 -7.52 -0.34
H 5.18 -6.58 -2.06
H 5.09 -4.18 -2.60
H 3.47 -2.70 -1.41
H -0.12 -2.71 2.99
H 0.49 -2.45 5.36
H 2.82 -2.81 6.09
H 4.55 -3.44 4.45
H 3.94 -3.69 2.06
H 0.27 -1.94 -1.87
H 0.17 -2.00 -4.35
H -1.81 -2.92 -5.48
H -3.75 -3.67 -4.15
H -3.67 -3.58 -1.70
H -3.64 -1.87 1.76
H -5.82 -2.82 2.48
H -6.39 -5.14 1.88
H -4.80 -6.53 0.63
H -2.63 -5.58 -0.08
O 1.45 0.04 2.79
S 0.39 0.78 3.47
O -0.27 0.14 4.56
N -0.63 1.13 2.24
C -1.88 1.61 2.25
C -2.54 2.19 3.33
C -3.83 2.69 3.16
C -4.48 2.63 1.95
C -3.86 2.03 0.83
C -4.44 1.91 -0.45
C -3.73 1.32 -1.47
C -2.44 0.84 -1.21
N -1.88 0.95 -0.04
C -2.54 1.53 0.98
C 1.03 2.38 3.93
C 1.30 2.69 5.25
C 1.83 3.94 5.55
C 2.09 4.85 4.54
C 1.80 4.53 3.22
C 1.27 3.29 2.91
H -2.05 2.25 4.29
H -4.32 3.15 4.01
H -5.47 3.05 1.84
H -5.44 2.29 -0.62
H -4.14 1.24 -2.46
H -1.85 0.37 -1.99
H 1.07 1.97 6.02
H 2.05 4.19 6.58
H 2.52 5.81 4.78
H 1.99 5.25 2.44
H 1.00 3.03 1.90

=====

Table of energy relative to the best compared isomer or geometry (same formula, charge and spin) (kJ/mol), in record order: 81.8; 271.2; 144.5